# 1
The following is a DFT calculation (ωB97M-V/def2-TZVPD) of a single C4H5NO2 molecule.

Its spin multiplicity is 1. The value obtained for the HOMO energy is -0.319 Ha. The calculation puts the LUMO energy at 0.0259 Ha. As for the energy above the lowest of the compared OMol25 structures with the same formula, charge and spin: 2.2 kcal/mol.

Each line ends with the Mulliken charge.
Cartesian coordinates (Å):
C 0.990 -0.784 -1.214  -1.11
C 0.167 -0.284 -0.078  0.44
C 0.421 -0.262 1.233  -0.28
O -0.456 0.577 1.886  -0.32
C -1.295 1.125 0.950  0.38
O -2.148 1.939 1.191  -0.57
N -0.932 0.569 -0.260  -0.07
H 0.471 -1.497 -1.860  0.30
H 1.290 0.073 -1.826  0.29
H 1.902 -1.252 -0.837  0.29
H 1.188 -0.729 1.829  0.38
H -1.598 0.524 -1.015  0.25

---

# 2
The following is a DFT calculation (ωB97M-V/def2-TZVPD) of a molecular structure, C32H20F5N4O2S2V.

Its spin multiplicity is 4. The value obtained for the HOMO energy (alpha / beta) is -0.128 / -0.167 Ha. The calculation puts the LUMO energy (alpha / beta) at 0.0889 / 0.0884 Ha. As for the total charge: -1. As for the energy above the lowest of the compared OMol25 structures with the same formula, charge and spin: 6.0 kcal/mol. The expectation value of S² is 3.767.

Each line ends with the Löwdin spin population.
Cartesian coordinates (Å):
V 1.459 -0.697 0.202  2.72
F -2.148 -3.472 5.378  0.00
C -1.773 -2.547 4.482  0.00
C -0.900 -2.869 3.458  0.00
F -0.423 -4.113 3.355  0.00
C -0.535 -1.892 2.551  0.00
F 0.342 -2.274 1.582  0.02
C -0.999 -0.578 2.578  0.00
S -0.550 0.605 1.377  0.02
C -1.869 -0.300 3.638  0.00
F -2.372 0.933 3.790  0.00
C -2.250 -1.250 4.568  0.00
F -3.088 -0.923 5.562  0.00
C -6.365 1.653 -0.064  0.00
O -5.220 2.471 -0.174  0.00
C -4.544 2.434 -1.360  0.00
C -5.093 1.970 -2.549  0.00
C -4.320 1.989 -3.705  0.00
C -3.009 2.425 -3.684  0.00
C -2.478 2.918 -2.490  0.00
C -3.240 2.928 -1.343  0.00
N -2.341 2.488 -4.970  0.01
N -1.115 2.325 -5.088  0.00
C -0.314 1.791 -4.032  0.01
C 0.946 2.339 -3.915  0.00
C 1.835 2.012 -2.891  0.01
C 1.475 1.054 -1.940  0.01
O 2.188 0.722 -0.925  0.02
C 0.225 0.344 -2.169  0.01
N 0.010 -0.706 -1.332  0.00
C -1.050 -1.457 -1.509  0.03
C -1.975 -1.209 -2.534  0.00
C -1.792 -0.142 -3.366  0.02
C -0.666 0.697 -3.197  0.00
H -6.615 1.612 0.993  0.00
H -6.161 0.643 -0.429  0.00
H -7.213 2.072 -0.616  0.00
H -6.111 1.611 -2.593  0.00
H -4.735 1.640 -4.643  0.00
H -1.464 3.291 -2.456  0.00
H -2.834 3.295 -0.411  0.00
H 1.211 3.105 -4.635  0.00
H 2.800 2.491 -2.812  0.00
H -1.173 -2.288 -0.824  0.00
H -2.825 -1.867 -2.657  0.00
H -2.494 0.040 -4.170  0.00
C 2.388 1.129 2.893  0.01
C 3.407 0.081 2.562  0.02
C 4.576 0.022 3.363  0.00
C 5.551 -0.869 3.064  0.02
C 5.391 -1.733 1.955  0.00
C 6.410 -2.644 1.598  0.01
C 6.223 -3.464 0.524  0.00
C 5.024 -3.412 -0.202  0.01
C 3.994 -2.545 0.108  0.01
S 2.522 -2.561 -0.822  0.01
C 4.191 -1.653 1.219  0.01
N 3.202 -0.731 1.548  0.01
H 2.835 1.884 3.539  0.00
H 1.528 0.698 3.410  0.00
H 2.000 1.607 1.996  0.00
H 4.669 0.707 4.195  0.00
H 6.460 -0.925 3.652  0.00
H 7.321 -2.666 2.182  0.00
H 6.995 -4.163 0.228  0.00
H 4.880 -4.075 -1.046  0.00

---

# 3
The following is a DFT calculation (ωB97M-V/def2-TZVPD) of 2 unconnected molecules or ions with the total composition C5H9NO.

Its spin multiplicity is 1. The value obtained for the HOMO energy is -0.322 Ha. The calculation puts the LUMO energy at 0.0342 Ha. As for the energy above the lowest of the compared OMol25 structures with the same formula, charge and spin: 167.0 kcal/mol.

Each line ends with the Mulliken charge.
Cartesian coordinates (Å):
C 0.930 1.555 -0.048  -0.80
C 0.314 0.411 -0.399  0.68
C 0.653 -0.233 -1.724  -1.27
O 0.237 -0.715 0.577  -0.15
N 0.956 -0.689 1.797  -0.58
H 0.916 1.926 0.962  0.28
H 1.632 2.034 -0.709  0.25
H -0.162 -0.883 -2.041  0.30
H 0.846 0.501 -2.503  0.42
H 1.539 -0.861 -1.648  0.27
H 1.110 -1.670 2.022  0.27
H 0.271 -0.393 2.492  0.25
C -2.197 -0.812 0.309  -0.27
C -2.189 0.416 0.304  -0.47
H -2.035 -1.857 0.278  0.45
H -2.822 1.270 0.330  0.38

---

- Which value of spin multiplicity does entry 1 give?
  1